ORCA calculation (the ωB97M-V functional and the def2-TZVPD basis) on a cluster of 2 separate species, C4H13NS in total.

The geometry in XYZ format:
```
19
Properties=species:S:1:pos:R:3:lowdin_charge:R:1
C 2.65362 -0.01497 -1.28205 -0.1537
C 1.45146 -0.81238 -0.76183 -0.4054
S 0.56430 -1.39429 -2.41688 1.0122
H 3.19226 -0.54336 -2.00068 0.0491
H 2.14246 0.81176 -1.86265 0.1004
H 3.24494 0.31515 -0.45378 0.0856
H 1.68412 -1.79981 -0.19699 0.1266
H 0.61472 -0.23921 -0.18931 0.0669
C -1.89648 0.75703 -0.00468 -0.0709
C -1.56834 0.03313 1.32455 -0.3065
N -1.04583 0.80511 2.45423 0.0275
H -0.98544 1.03431 -0.54399 0.0519
H -2.42805 1.67194 0.11200 0.0724
H -2.31424 0.04509 -0.64130 0.0468
H -0.74878 -0.66097 1.15087 0.0684
H -2.36938 -0.58569 1.82548 0.1368
H -0.44968 -2.03209 -1.74456 -0.0605
H -0.06858 1.05607 2.64622 0.0943
H -1.67307 1.55318 2.58534 0.0582
```

Properties
electronic energy	-16673.6751	eV
charge	+1
ΔE to the lowest compared entry with this formula, charge and spin	62.2	kcal/mol
<S²>	0.7547
HOMO level (alpha / beta)	-12.94 / -11.98	eV
frontier orbital gap (alpha / beta)	8.9 / 2.8	eV
multiplicity	2